<one>
Molecular formula: C6H14N3
Method: DFT, ωB97M-V with the def2-TZVPD basis set

XYZ file:
```
23
C6H14N3 | the OMol25 dataset | ωB97M-V with the def2-TZVPD basis set
C 0.1874 3.0716 0.8206
C 1.0949 2.2139 1.1337
C 0.1923 0.1840 0.7739
C -1.8203 -1.1187 1.5595
C 0.9159 -1.1945 -2.1179
C -0.3763 -1.1536 1.1614
N 0.8177 1.0034 1.6167
N 0.1198 0.6303 -0.3784
N -0.2194 -0.3949 -1.5457
H 0.3463 4.1327 0.4866
H -0.7982 2.5766 0.6712
H 2.0768 2.5069 1.4841
H -2.5385 -0.9639 0.7281
H -1.9417 -2.1412 1.9526
H -2.0998 -0.3356 2.4089
H 0.8555 -2.1914 -1.6802
H 0.6901 -1.3770 -3.2667
H 1.8272 -0.6972 -2.0016
H 0.1898 -1.2643 2.0480
H -0.1691 -1.9934 0.5301
H 0.8175 0.8833 2.7204
H -1.0287 -0.9411 -1.1051
H -0.5592 0.1399 -2.2666
```

Properties
**SMILES**: C=CN/C(CC)=N/[NH2+]C
**HOMO energy**: -12.70 eV
**Charge**: +1

<two>
Molecular formula: C6H14N3
Method: DFT, ωB97M-V with the def2-TZVPD basis set

XYZ file:
```
23
C6H14N3 | the OMol25 dataset | ωB97M-V with the def2-TZVPD basis set
C -1.1440 0.4510 -0.4816
C -1.5216 -0.5980 0.4411
C 1.5952 -0.3000 -0.0172
C -1.0972 1.8793 -0.2159
C -2.6568 -1.4348 -0.0814
C 1.6347 0.9050 0.8726
N -0.3611 -1.6367 0.3515
N 0.8267 -1.3721 0.1967
N 2.8927 -0.7095 -0.6239
H -1.0353 0.1258 -1.4962
H -1.4941 -0.2198 1.4960
H -1.9934 2.3224 -0.5574
H -0.3845 2.3193 -0.8826
H -0.7572 2.2125 0.7784
H -2.5135 -2.4323 0.2555
H -2.6965 -1.5612 -1.2458
H -3.7166 -1.0252 0.1777
H 1.5674 1.8356 0.1315
H 2.6219 0.8490 1.4338
H 0.8280 0.6916 1.4951
H 3.0235 0.2733 -1.0201
H 2.7303 -1.6489 -1.0733
H 3.6515 -0.9265 0.0657
```

Properties
**HOMO energy (spin up / spin down)**: -11.60 / -12.17 eV
**Charge**: +1

In terms of stability, <one> leads; the second structure lies 2.259 eV higher.

<one>
Molecular formula: C11H13NO2S
Method: DFT, ωB97M-V with the def2-TZVPD basis set

XYZ file:
```
28
C11H13NO2S | the OMol25 dataset | ωB97M-V with the def2-TZVPD basis set
C -0.5721 1.9034 0.7603
C 1.3118 0.5541 -0.1134
C 0.7313 1.7684 0.1523
C -1.5468 1.0015 0.4788
C -1.3392 -0.2806 -0.1587
C -0.2190 -1.2050 -0.3295
C -3.5607 0.1193 -0.2167
C 1.0075 -0.8082 0.4029
C 1.4220 2.8901 -0.4600
C -0.3001 -2.4188 -1.1317
C 2.1565 -1.6928 0.1975
N -2.9577 1.0381 0.6038
O -4.7828 -0.0884 -0.3243
O -2.5741 -0.6937 -0.6226
S 0.7400 -0.7135 2.3446
H -0.8754 2.8421 1.2423
H 2.1365 0.5428 -0.7607
H 0.9163 3.8711 -0.3383
H 1.3169 2.9547 -1.5834
H 2.5157 3.0002 -0.2092
H 0.5216 -2.3996 -1.8737
H -1.3499 -2.7041 -1.4864
H -0.1171 -3.4803 -0.5495
H 2.4404 -1.8277 -0.8786
H 2.0012 -2.6919 0.5834
H 3.1161 -1.4739 0.6697
H -3.4614 1.9084 0.7758
H 1.3225 -1.9156 2.8253
```

Properties
**SMILES**: CC1=C[C@@](C)(S)C(C)=c2oc(=O)[nH]c2=C1
**HOMO energy**: -8.32 eV

<two>
Molecular formula: C11H13NO2S
Method: DFT, ωB97M-V with the def2-TZVPD basis set

XYZ file:
```
28
C11H13NO2S | the OMol25 dataset | ωB97M-V with the def2-TZVPD basis set
C -3.6581 0.2662 -0.0719
C -2.7948 0.3397 -1.1526
C -3.4003 -0.6204 0.9629
C -1.6716 -0.4679 -1.2097
C -2.2787 -1.4260 0.9217
C -1.4192 -1.3467 -0.1676
C 1.8523 -0.7122 -1.0153
C 1.7374 0.0001 0.3248
C 2.7519 -0.6351 1.2421
C 0.9189 2.1460 -0.7228
C 2.0099 1.4940 0.1209
N 2.3672 -1.3851 2.1662
O 2.6403 -0.4225 -1.8664
O 1.0022 -1.7297 -1.2724
S -0.0169 -2.4251 -0.1521
H -4.5317 0.8994 -0.0337
H -2.9946 1.0282 -1.9602
H -4.0698 -0.6777 1.8074
H -0.9986 -0.4132 -2.0505
H -2.0555 -2.1126 1.7233
H 0.7437 -0.1556 0.7510
H 3.7901 -0.3796 0.9951
H 0.9274 1.7422 -1.7328
H 1.0841 3.2174 -0.7824
H -0.0653 1.9723 -0.2894
H 2.0611 1.9799 1.0971
H 2.9718 1.6133 -0.3799
H 3.0968 -1.7893 2.7473
```

Properties
**SMILES**: [H]/N=C/[C@@H](CC)C(=O)OSc1ccccc1
**HOMO energy**: -8.52 eV

In terms of stability, <two> leads; the second structure lies 1.447 eV higher.

<one>
Molecular formula: C2H2O3S
Method: DFT, ωB97M-V with the def2-TZVPD basis set

XYZ file:
```
8
C2H2O3S | the OMol25 dataset | ωB97M-V with the def2-TZVPD basis set
C 0.0450 0.4104 -0.6052
C 1.3220 -0.0876 -0.0094
O -2.5206 0.8042 0.3642
O -1.8180 -1.4610 -0.0785
O 0.8361 1.3207 -0.0772
S -1.4688 -0.1506 0.3641
H 1.5991 -0.6134 0.8769
H 2.0053 -0.2228 -0.8349
```

Properties
**SMILES**: O=S(=O)=C1CO1
**HOMO energy (spin up / spin down)**: -10.05 / -10.05 eV

<two>
Molecular formula: C2H2O3S
Method: DFT, ωB97M-V with the def2-TZVPD basis set

XYZ file:
```
8
C2H2O3S | the OMol25 dataset | ωB97M-V with the def2-TZVPD basis set
C -1.4570 0.2166 -0.4406
C 0.3345 -0.2130 -0.6706
O -2.1298 0.4754 -1.3657
O 2.5727 -0.3266 0.7453
O 0.3907 -0.2869 1.9427
S 1.1549 -0.1161 0.7415
H -1.6847 0.1497 0.6182
H 0.8187 0.1009 -1.5708
```

Properties
**SMILES**: O=CC=S(=O)=O
**HOMO energy**: -10.31 eV

In terms of stability, <two> leads; the second structure lies 1.122 eV higher.